# 1
{
  "formula": "C39H36NO4",
  "method": "ωB97M-V/def2-TZVPD",
  "elements": ["O", "C", "O", "C", "C", "C", "C", "C", "C", "C", "N", "C", "C", "C", "C", "C", "C", "C", "C", "H", "H", "H", "H", "H", "H", "H", "H", "H", "H", "H", "H", "H", "H", "H", "C", "O", "C", "C", "C", "C", "C", "C", "C", "C", "C", "C", "C", "C", "C", "C", "C", "C", "C", "O", "C", "C", "C", "C", "C", "H", "H", "H", "H", "H", "H", "H", "H", "H", "H", "H", "H", "H", "H", "H", "H", "H", "H", "H", "H", "H"],
  "positions_angstrom": [[-3.194, -1.691, -1.542], [-2.767, -0.584, -1.274], [-2.837, 0.484, -2.097], [-3.505, 0.223, -3.371], [-3.068, 1.371, -4.219], [-1.877, 1.275, -4.947], [-1.417, 2.365, -5.690], [-2.146, 3.559, -5.709], [-3.321, 3.667, -4.956], [-3.776, 2.577, -4.207], [-2.151, -0.179, -0.074], [-1.754, -0.978, 0.976], [-1.534, -0.347, 2.202], [-1.555, -2.415, 0.713], [-1.987, -3.374, 1.652], [-1.914, -4.750, 1.382], [-1.352, -5.188, 0.174], [-0.838, -4.249, -0.735], [-0.927, -2.881, -0.455], [-3.159, -0.744, -3.742], [-4.584, 0.209, -3.189], [-1.318, 0.335, -4.919], [-0.481, 2.283, -6.248], [-1.785, 4.410, -6.291], [-3.878, 4.607, -4.935], [-4.681, 2.649, -3.593], [-2.247, 0.817, 0.115], [-1.230, -1.001, 3.014], [-2.097, 0.575, 2.409], [-2.423, -3.032, 2.592], [-2.322, -5.471, 2.089], [-1.334, -6.258, -0.085], [-0.416, -4.566, -1.688], [-0.478, -2.160, -1.154], [5.463, -4.776, -1.008], [5.431, -4.133, 0.285], [4.593, -3.077, 0.438], [4.442, -2.575, 1.750], [3.532, -1.571, 1.999], [2.792, -0.958, 0.958], [1.825, 0.098, 1.241], [1.190, 0.080, 2.493], [0.253, 1.013, 2.956], [-0.069, 1.200, 4.374], [-0.781, 2.367, 4.759], [-1.184, 2.553, 6.074], [-0.924, 1.568, 7.043], [-0.238, 0.401, 6.674], [0.185, 0.212, 5.357], [1.553, 1.119, 0.227], [2.574, 1.560, -0.657], [2.342, 2.512, -1.621], [1.055, 3.093, -1.749], [0.876, 3.980, -2.760], [-0.357, 4.746, -2.797], [0.020, 2.690, -0.879], [0.277, 1.685, 0.042], [2.987, -1.454, -0.355], [3.862, -2.493, -0.625], [6.180, -5.587, -0.870], [4.470, -5.178, -1.275], [5.808, -4.077, -1.783], [5.039, -3.024, 2.542], [3.417, -1.217, 3.023], [1.386, -0.792, 3.125], [0.020, 1.889, 2.357], [-1.001, 3.126, 4.000], [-1.726, 3.457, 6.351], [-1.250, 1.714, 8.074], [-0.053, -0.375, 7.420], [0.710, -0.708, 5.080], [3.577, 1.152, -0.546], [3.126, 2.838, -2.299], [-0.265, 5.361, -3.697], [-1.238, 4.083, -2.887], [-0.447, 5.379, -1.897], [-0.974, 3.146, -0.937], [-0.549, 1.310, 0.635], [2.431, -1.019, -1.185], [3.990, -2.855, -1.649]],
  "forces_ev_per_angstrom": [[0.64, 1.40, 0.44], [-0.70, -0.77, -0.21], [-0.03, -0.67, 0.63], [0.28, 0.30, 0.31], [0.11, 0.42, -0.45], [-0.14, 0.16, -0.05], [-0.05, 0.01, 0.07], [-0.05, -0.22, 0.24], [0.05, -0.06, 0.06], [0.15, -0.08, -0.11], [-0.75, 0.11, -0.91], [0.12, 1.00, 1.48], [-1.62, -1.44, -1.19], [0.64, -0.99, 0.26], [-0.07, -0.04, -0.17], [0.27, 0.43, -0.44], [-0.12, 0.17, -0.08], [-0.26, 0.33, 0.40], [0.21, -0.06, -0.10], [-0.18, 0.15, 0.00], [0.16, -0.10, -0.10], [-0.14, 0.35, -0.09], [-0.34, 0.04, 0.14], [-0.14, -0.27, 0.16], [0.18, -0.33, -0.07], [0.27, 0.06, -0.31], [0.07, -0.52, -0.26], [-0.22, 0.33, -0.01], [0.42, -0.43, 0.02], [-0.03, -0.10, -0.29], [0.16, 0.23, -0.13], [0.02, 0.61, 0.24], [0.00, 0.01, 0.33], [-0.38, -0.35, 0.25], [0.04, 0.10, 0.35], [-0.60, 0.56, -0.35], [-0.15, -0.10, -0.27], [-0.03, -0.26, -0.38], [0.10, 0.11, -0.03], [0.26, -0.40, -0.28], [-0.33, 0.08, 0.29], [-0.02, 0.13, -0.17], [1.81, 0.39, 0.69], [-0.98, -0.44, 0.27], [0.34, -0.38, -0.28], [0.01, -0.21, 0.26], [0.19, 0.07, -0.58], [-0.02, 0.05, -0.15], [-0.09, 0.32, -0.04], [-0.08, 0.06, -0.61], [0.00, -0.15, 0.35], [-0.62, 0.32, -0.16], [-0.26, -0.03, -0.18], [-0.22, -0.06, 0.72], [0.18, -0.41, 0.04], [0.32, 0.07, -0.27], [0.12, 0.21, 0.24], [0.04, 0.29, 0.24], [0.32, -0.32, 0.38], [-0.17, 0.13, -0.23], [0.38, 0.17, 0.16], [-0.02, -0.24, 0.21], [-0.20, 0.13, -0.16], [0.11, -0.03, -0.28], [-0.01, 0.48, -0.21], [0.10, -0.24, 0.04], [0.06, -0.28, 0.31], [0.17, -0.23, -0.06], [0.09, -0.07, -0.34], [-0.01, 0.27, -0.26], [-0.24, 0.33, 0.19], [-0.21, 0.10, -0.03], [-0.12, -0.04, 0.14], [-0.09, -0.12, 0.30], [0.45, 0.28, -0.03], [0.09, -0.23, -0.35], [0.43, -0.35, -0.07], [0.45, 0.20, -0.13], [0.06, -0.08, 0.23], [-0.16, 0.17, 0.46]],
  "lowdin_charge": [0.125, -0.494, 0.015, -0.093, -0.217, -0.031, -0.074, -0.094, -0.085, -0.036, 0.144, -0.225, 0.031, -0.172, -0.016, -0.062, -0.066, -0.062, -0.042, 0.131, 0.140, 0.121, 0.109, 0.109, 0.109, 0.120, 0.143, 0.081, 0.104, 0.114, 0.108, 0.113, 0.108, 0.122, -0.049, -0.068, -0.247, 0.022, -0.009, -0.174, -0.065, -0.041, -0.028, -0.210, -0.018, -0.060, -0.045, -0.056, -0.012, -0.155, -0.013, 0.026, -0.243, -0.068, -0.040, 0.019, -0.033, -0.014, 0.006, 0.099, 0.104, 0.096, 0.130, 0.119, 0.112, 0.111, 0.123, 0.113, 0.116, 0.114, 0.114, 0.128, 0.129, 0.098, 0.080, 0.105, 0.115, 0.062, 0.122, 0.111],
  "e_lumo_ev": -4.74,
  "total_charge": 1
}

=====

# 2
{
  "formula": "C27H30BrF15NO7PS2Ti",
  "method": "ωB97M-V/def2-TZVPD",
  "elements": ["Ti", "C", "C", "C", "C", "C", "H", "H", "H", "H", "H", "C", "C", "C", "P", "C", "C", "C", "C", "C", "C", "H", "H", "H", "H", "H", "H", "H", "H", "H", "H", "H", "H", "H", "H", "H", "H", "H", "H", "H", "H", "H", "F", "C", "F", "F", "C", "O", "C", "F", "F", "F", "C", "F", "F", "F", "Br", "C", "C", "C", "C", "C", "C", "C", "O", "O", "H", "H", "H", "H", "F", "C", "F", "F", "S", "O", "O", "N", "S", "O", "O", "C", "F", "F", "F"],
  "positions_angstrom": [[1.561, 1.139, -0.083], [4.399, 1.392, 0.653], [4.636, 0.695, 1.812], [3.683, 1.103, 2.800], [2.855, 2.052, 2.252], [3.236, 2.229, 0.867], [4.939, 1.287, -0.277], [5.373, -0.087, 1.936], [3.602, 0.697, 3.801], [2.043, 2.579, 2.727], [3.050, 3.164, 0.338], [-4.324, -2.702, -0.159], [-3.015, -2.611, 0.627], [-3.292, -2.091, 2.043], [-1.554, -1.678, -0.089], [-2.181, -0.297, -1.160], [-2.871, -0.584, -2.491], [-3.000, 0.662, -0.291], [-0.845, -2.908, -1.293], [-1.793, -3.794, -2.102], [0.157, -3.790, -0.542], [-5.033, -3.355, 0.363], [-4.181, -3.094, -1.165], [-4.792, -1.720, -0.245], [-2.605, -3.624, 0.731], [-3.682, -1.071, 2.015], [-2.381, -2.077, 2.641], [-4.035, -2.719, 2.548], [-1.235, 0.210, -1.392], [-3.812, -1.123, -2.362], [-2.228, -1.161, -3.158], [-3.095, 0.361, -2.996], [-3.972, 0.234, -0.030], [-3.183, 1.596, -0.828], [-2.464, 0.910, 0.627], [-0.275, -2.277, -1.981], [-2.316, -4.500, -1.450], [-1.218, -4.385, -2.823], [-2.541, -3.228, -2.655], [-0.347, -4.389, 0.225], [0.931, -3.199, -0.057], [0.646, -4.484, -1.233], [-0.010, 0.491, -4.117], [1.041, -0.325, -4.145], [0.568, -1.584, -4.093], [1.637, -0.184, -5.345], [2.005, -0.031, -2.951], [1.290, 0.195, -1.844], [2.952, -1.262, -2.751], [3.434, -1.740, -3.923], [4.003, -0.929, -1.996], [2.311, -2.259, -2.152], [2.880, 1.213, -3.326], [3.913, 0.916, -4.136], [2.156, 2.154, -3.937], [3.391, 1.755, -2.212], [-1.438, -1.652, 6.631], [-0.319, -1.602, 5.082], [0.568, -2.643, 4.868], [1.371, -2.602, 3.736], [1.284, -1.550, 2.835], [0.383, -0.521, 3.075], [-0.424, -0.538, 4.207], [2.159, -1.584, 1.592], [2.986, -2.481, 1.480], [1.947, -0.671, 0.710], [0.628, -3.464, 5.569], [2.081, -3.392, 3.525], [0.298, 0.290, 2.365], [-1.126, 0.264, 4.392], [0.075, 5.190, -2.626], [-0.762, 4.162, -2.473], [-0.637, 3.373, -3.558], [-2.016, 4.652, -2.470], [-0.441, 3.167, -0.974], [0.192, 1.530, 0.707], [0.999, 2.854, -1.269], [-0.684, 4.440, -0.038], [-0.371, 4.701, 1.463], [1.016, 4.579, 1.827], [-1.369, 4.234, 2.391], [-0.651, 6.514, 1.426], [0.198, 7.139, 0.606], [-0.466, 7.011, 2.659], [-1.895, 6.828, 1.046]],
  "forces_ev_per_angstrom": [[0.19, -1.06, 0.37], [-0.14, -0.01, 0.06], [-0.01, 0.01, 0.09], [0.12, -0.10, 0.00], [0.08, -0.05, -0.12], [-0.02, 0.24, -0.07], [0.02, 0.02, 0.00], [-0.01, 0.01, 0.01], [0.01, 0.00, -0.02], [0.01, -0.01, 0.02], [0.03, 0.00, 0.02], [0.01, 0.01, 0.00], [-0.06, 0.07, -0.04], [0.00, -0.03, -0.03], [0.10, -0.12, 0.15], [-0.05, 0.04, 0.05], [0.04, -0.01, 0.00], [0.02, 0.01, -0.03], [0.04, 0.00, -0.03], [0.00, 0.01, 0.01], [-0.01, 0.00, -0.03], [0.00, 0.00, 0.00], [-0.02, -0.01, 0.01], [0.00, -0.02, -0.01], [-0.01, -0.01, -0.01], [0.02, 0.00, 0.00], [0.00, 0.01, 0.02], [0.00, 0.01, 0.00], [-0.02, 0.01, 0.01], [-0.02, -0.01, -0.01], [-0.02, 0.01, 0.00], [0.01, 0.00, 0.01], [0.03, 0.02, 0.01], [0.00, 0.01, 0.00], [0.00, 0.02, -0.01], [-0.02, -0.01, 0.03], [0.00, 0.01, -0.01], [0.00, -0.01, 0.00], [0.02, -0.02, -0.01], [0.01, 0.01, 0.00], [0.00, -0.01, 0.01], [-0.01, 0.00, 0.01], [0.01, 0.00, -0.04], [0.00, 0.01, 0.05], [0.00, 0.02, -0.03], [-0.01, -0.01, -0.03], [0.04, 0.03, 0.05], [-0.04, 0.04, 0.05], [-0.03, 0.01, 0.02], [0.00, -0.03, 0.01], [-0.03, 0.00, 0.00], [0.04, 0.02, -0.03], [-0.08, 0.00, 0.10], [0.04, 0.01, -0.03], [-0.01, 0.03, -0.03], [0.02, -0.05, -0.13], [-0.01, 0.00, 0.02], [0.01, -0.02, 0.01], [0.03, 0.01, -0.04], [0.03, -0.10, 0.06], [0.01, -0.02, -0.11], [-0.05, 0.04, -0.02], [0.04, 0.00, -0.04], [0.12, 0.13, 0.02], [-0.13, 0.03, 0.00], [-0.02, 0.56, -0.26], [0.00, -0.01, 0.00], [-0.01, 0.00, 0.02], [-0.04, 0.01, 0.03], [0.00, 0.01, -0.01], [-0.04, -0.04, -0.01], [-0.01, 0.39, -0.63], [-0.11, 0.07, 0.16], [0.07, -0.13, -0.06], [-0.72, 0.00, 0.28], [-0.33, -0.23, 0.32], [0.71, 0.21, -0.07], [0.25, 0.10, -0.12], [-0.03, -0.42, 0.10], [-0.18, -0.01, -0.01], [0.17, 0.04, -0.09], [0.00, 0.05, -0.03], [0.03, 0.06, -0.02], [0.00, 0.07, 0.06], [-0.08, 0.04, -0.01]],
  "lowdin_charge": [1.001, -0.162, -0.141, -0.139, -0.160, -0.305, 0.080, 0.086, 0.087, 0.085, 0.101, -0.128, -0.546, -0.137, 1.124, -0.547, -0.111, -0.131, -0.551, -0.127, -0.130, 0.068, 0.044, 0.058, 0.088, 0.067, 0.052, 0.068, 0.064, 0.056, 0.054, 0.076, 0.054, 0.067, 0.067, 0.074, 0.067, 0.073, 0.045, 0.070, 0.047, 0.075, 0.170, -0.534, 0.150, 0.149, -0.302, -0.177, -0.537, 0.139, 0.178, 0.178, -0.534, 0.155, 0.172, 0.150, 0.654, -0.699, -0.142, -0.021, -0.118, -0.009, -0.120, -0.588, 0.038, -0.132, 0.087, 0.112, 0.079, 0.105, 0.120, -0.737, 0.094, 0.095, 0.961, -0.436, -0.511, -0.398, 0.554, -0.284, -0.300, -0.686, 0.120, 0.108, 0.114],
  "relative_energy_ev": 0.1094,
  "e_lumo_ev": 3.87,
  "total_charge": -2
}

=====

| no. | E_tot (eV) | HOMO energy (eV) |
| --- | --- | --- |
| 1 | -50699.4074 | -10.32 |
| 2 | -209194.8705 | -2.54 |